{
  "formula": "C22H62N18O17",
  "method": "ωB97M-V with the def2-TZVPD basis set",
  "total_charge": -2,
  "largest_force_ev_per_a": 8.83,
  "e_lumo_ev": 3.6,
  "spin_multiplicity": 1,
  "homo_energy_ev": -3.889,
  "species": ["C", "C", "C", "O", "C", "C", "C", "O", "O", "O", "H", "H", "C", "O", "N", "N", "H", "H", "H", "H", "C", "O", "N", "N", "H", "H", "H", "H", "C", "O", "N", "N", "H", "H", "H", "H", "C", "O", "N", "N", "H", "H", "H", "H", "C", "O", "N", "N", "H", "H", "H", "H", "C", "O", "N", "N", "H", "H", "H", "H", "C", "O", "N", "N", "H", "H", "H", "H", "C", "O", "N", "N", "H", "H", "H", "H", "C", "C", "C", "O", "C", "N", "H", "H", "H", "H", "H", "H", "H", "H", "H", "H", "H", "C", "C", "C", "O", "C", "N", "H", "H", "H", "H", "H", "H", "H", "H", "H", "H", "H", "O", "H", "H", "O", "H", "H", "O", "H", "H"],
  "positions_angstrom": [[0.2121, 0.8269, -1.4086], [-1.0074, 1.1740, -0.9986], [-1.5015, 0.8158, 0.3442], [-2.7621, 0.9916, 0.7098], [-0.7418, 0.1493, 1.2786], [0.6577, -0.1132, 1.0424], [1.1339, 0.1146, -0.5192], [2.1058, -0.4976, -0.9188], [1.5270, -0.5122, 1.8253], [-1.6214, 2.0123, -1.7997], [0.5968, 1.2114, -2.3417], [-1.1864, -0.1693, 2.2099], [-5.7647, 2.7917, -2.2535], [-6.0023, 2.1686, -1.2087], [-4.6201, 2.8058, -2.8355], [-6.6579, 3.2316, -3.0477], [-4.5210, 3.5459, -3.5156], [-3.9130, 2.2373, -2.3918], [-7.6407, 3.3182, -2.8316], [-6.2295, 3.5185, -3.9162], [2.1995, -3.9375, 1.0790], [2.2801, -5.1865, 1.1450], [1.9716, -3.2332, 0.0341], [2.2832, -3.1659, 2.1192], [1.9411, -2.2253, 0.0906], [2.0946, -3.7316, -0.8357], [2.5084, -3.5237, 3.0365], [2.0298, -2.1907, 2.0494], [1.0048, 0.0638, 5.1892], [0.7447, 0.4412, 6.3054], [1.6016, 0.6916, 4.3097], [0.4443, -1.0137, 4.6253], [1.5371, 0.3295, 3.3690], [2.1595, 1.4966, 4.5563], [-0.1561, -1.5494, 5.2358], [0.5813, -1.1130, 3.6296], [-4.2785, 4.3676, 0.9431], [-4.9947, 3.5508, 1.6124], [-3.2265, 4.1343, 0.1888], [-4.4278, 5.6429, 1.0931], [-2.8912, 3.2035, -0.0145], [-2.6736, 4.8767, -0.2153], [-3.8492, 6.2463, 0.5263], [-5.1568, 6.0473, 1.6634], [-2.3706, -3.7609, 0.2053], [-3.4726, -4.1951, -0.1219], [-2.0389, -2.5002, 0.1073], [-1.4206, -4.4372, 0.8497], [-2.7935, -1.9939, -0.3334], [-1.1682, -2.0694, 0.3837], [-1.7596, -5.3659, 1.0561], [-0.5666, -4.0544, 1.2295], [5.1392, 0.5214, 0.5769], [6.1340, 1.1966, 0.5136], [4.7701, -0.2659, -0.3350], [4.4159, 0.4431, 1.6215], [5.4479, -0.4129, -1.0691], [3.8274, -0.6151, -0.4322], [4.6305, 0.9465, 2.4703], [3.5699, -0.1061, 1.6736], [1.9767, -2.5158, -3.8794], [2.0612, -3.5341, -4.5686], [2.9373, -1.8327, -3.4355], [0.9062, -2.0456, -3.3307], [3.8912, -2.0412, -3.6941], [2.7127, -1.1620, -2.7145], [0.8764, -1.1839, -2.8047], [0.0592, -2.5118, -3.6227], [-1.4061, 0.2310, -5.3551], [-1.7262, -0.3303, -6.3734], [-2.2013, 0.8860, -4.6163], [-0.2045, 0.2739, -4.9360], [-1.8293, 1.3177, -3.7823], [-3.1589, 1.0642, -4.8833], [-0.0044, 1.0517, -4.3236], [0.5415, -0.2226, -5.4020], [3.8543, 1.2360, -4.9908], [4.0334, 1.8162, -3.6463], [5.5127, 1.7882, -3.2672], [6.0455, 0.4955, -3.0366], [7.4372, 0.5036, -2.7871], [3.5125, 3.1972, -3.7716], [4.0601, 0.1725, -5.1124], [4.5510, 1.7099, -5.6822], [2.8165, 1.3892, -5.2868], [3.4039, 1.3139, -2.9118], [5.6255, 2.5252, -2.4721], [6.0729, 2.2287, -4.0919], [8.0944, 0.6775, -3.6391], [7.7661, -0.4820, -2.4575], [7.7139, 1.3172, -2.1166], [2.5349, 3.2277, -4.0234], [4.1031, 3.7534, -4.3732], [-2.3074, -2.8712, 3.4902], [-2.9246, -2.2389, 4.7512], [-2.5260, -2.8508, 6.1157], [-1.1484, -2.8971, 6.2975], [-0.8634, -3.9389, 7.2436], [-2.5496, -0.8341, 4.7456], [-2.8080, -2.4013, 2.6437], [-2.4777, -3.9378, 3.3442], [-1.2586, -2.6235, 3.3264], [-4.0059, -2.3763, 4.7527], [-3.0566, -3.7947, 6.2407], [-2.9310, -2.2200, 6.9070], [-1.4997, -3.8891, 8.1273], [0.1354, -3.8060, 7.6593], [-1.0920, -4.9448, 6.8917], [-1.6453, -0.7104, 4.3131], [-2.3468, -0.5953, 5.7057], [-5.7812, 1.1734, 1.1843], [-5.4951, 0.2618, 1.1255], [-6.0825, 1.3878, 0.3015], [-3.6182, 1.9459, 3.0862], [-3.1836, 1.6002, 2.3065], [-2.9045, 2.1301, 3.6969], [0.7049, 3.4219, -3.7556], [0.9978, 4.2920, -3.4848], [-0.0367, 3.2290, -3.1820]]
}

{
  "formula": "C30H24GaN4OS4",
  "method": "ωB97M-V with the def2-TZVPD basis set",
  "total_charge": -1,
  "largest_force_ev_per_a": 0.90,
  "e_lumo_ev": 2.2,
  "spin_multiplicity": 1,
  "homo_energy_ev": -3.904,
  "e_above_lowest_kcal_mol": 2.75,
  "species": ["Ga", "C", "C", "N", "C", "C", "C", "C", "C", "C", "C", "N", "C", "C", "C", "C", "C", "C", "C", "C", "N", "C", "H", "H", "H", "H", "H", "H", "H", "H", "H", "H", "H", "H", "O", "C", "S", "C", "C", "S", "S", "S", "C", "N", "C", "C", "C", "C", "C", "C", "C", "C", "H", "H", "H", "H", "H", "H", "H", "H", "H", "H", "H", "H"],
  "positions_angstrom": [[0.3472, 0.2490, 0.5987], [-0.1932, -0.6384, 5.0054], [0.4449, -0.3154, 3.8031], [-0.1859, 0.2388, 2.7946], [-1.4863, 0.5518, 2.9093], [-2.2262, 0.2438, 4.0799], [-1.5335, -0.3872, 5.1336], [-3.5827, 0.6065, 4.1508], [-4.1369, 1.3266, 3.1238], [-3.4074, 1.6846, 1.9936], [-2.0786, 1.2999, 1.8323], [-1.2038, 1.6110, 0.8549], [-1.2526, 2.6353, -0.0271], [-2.3393, 3.3404, -0.5294], [-2.1616, 4.4464, -1.3607], [-0.9182, 4.8730, -1.7497], [0.2213, 4.1620, -1.3233], [1.5402, 4.4799, -1.7073], [2.5845, 3.7505, -1.2013], [2.3162, 2.6967, -0.3216], [1.0968, 2.3510, 0.0153], [0.0536, 3.0469, -0.4646], [0.3741, -1.0868, 5.8078], [1.5016, -0.5079, 3.6637], [-2.0708, -0.6576, 6.0327], [-4.1580, 0.3416, 5.0259], [-5.1722, 1.6346, 3.1844], [-3.9177, 2.2611, 1.2435], [-3.3487, 3.0323, -0.3203], [-3.0410, 4.9822, -1.6968], [-0.8019, 5.7345, -2.3936], [1.7043, 5.2947, -2.3999], [3.6079, 3.9621, -1.4712], [3.1167, 2.1077, 0.1069], [3.6368, -4.9620, -1.3664], [3.2215, -3.8635, -1.1062], [2.2762, -2.8685, -2.2118], [2.0719, -1.4648, -1.1614], [2.6390, -1.5578, 0.0594], [2.5713, -0.3281, 1.2850], [3.4895, -3.0501, 0.4341], [1.1981, -0.1047, -1.7604], [-1.1066, -3.6260, 3.5468], [-0.4298, -4.2263, 2.4200], [0.6501, -5.0883, 2.8421], [0.0144, -3.2234, 1.4720], [-1.1344, -2.5951, 0.7263], [-2.2422, -3.3884, 0.4393], [-3.2572, -2.9325, -0.3796], [-3.1474, -1.6753, -0.9490], [-2.0652, -0.8784, -0.6301], [-1.0521, -1.2896, 0.2403], [-1.6425, -4.4009, 4.0991], [-1.8258, -2.8901, 3.1857], [-0.4082, -3.1208, 4.2353], [0.2507, -5.8431, 3.5206], [1.4606, -4.5452, 3.3548], [1.0724, -5.5852, 1.9686], [0.6307, -3.7376, 0.7250], [0.6420, -2.4403, 1.9417], [-2.2897, -4.3780, 0.8742], [-4.1101, -3.5639, -0.5973], [-3.9070, -1.3073, -1.6278], [-1.9851, 0.1005, -1.0921]]
}

{
  "formula": "C23H33BF4N3O3W",
  "method": "ωB97M-V with the def2-TZVPD basis set",
  "total_charge": 1,
  "largest_force_ev_per_a": 0.81,
  "e_lumo_ev": [-3.2, -3.2],
  "spin_multiplicity": 1,
  "homo_energy_ev": [-10.340, -10.344],
  "e_above_lowest_kcal_mol": 0.00,
  "species": ["W", "C", "C", "C", "C", "C", "C", "C", "C", "C", "C", "N", "C", "C", "C", "C", "C", "N", "H", "H", "H", "H", "H", "H", "H", "H", "H", "H", "H", "H", "H", "H", "H", "H", "H", "F", "B", "F", "F", "F", "O", "C", "O", "C", "N", "C", "C", "C", "H", "H", "H", "H", "H", "H", "H", "H", "H", "C", "C", "C", "O", "H", "H", "H", "H", "H", "H", "H"],
  "positions_angstrom": [[-0.0898, 0.3921, 0.7826], [1.9555, 5.3071, 0.3878], [2.2952, 3.9258, 0.9532], [2.8636, 2.9951, -0.0910], [4.2178, 3.0531, -0.4028], [4.7596, 2.2386, -1.3815], [3.9478, 1.3595, -2.0811], [2.5900, 1.2672, -1.8057], [1.7092, 0.3771, -2.6451], [1.1991, 1.1075, -3.8903], [2.0717, 2.0868, -0.7977], [0.6879, 1.9542, -0.4307], [-0.2013, 2.8091, -0.8284], [-1.4965, 2.6756, -0.2506], [-2.7313, 3.2360, -0.4725], [-3.5981, 2.6847, 0.5021], [-2.8627, 1.8017, 1.2583], [-1.5643, 1.7766, 0.8242], [1.5805, 5.9646, 1.1720], [1.1954, 5.2469, -0.3925], [2.8398, 5.7691, -0.0518], [1.4095, 3.4871, 1.4176], [3.0361, 4.0482, 1.7455], [4.8513, 3.7473, 0.1372], [5.8173, 2.2920, -1.6040], [4.3695, 0.7307, -2.8558], [0.8650, 0.0081, -2.0651], [2.2807, -0.5028, -2.9441], [0.5805, 1.9668, -3.6205], [0.5990, 0.4416, -4.5112], [2.0301, 1.4771, -4.4918], [0.0503, 3.5896, -1.5388], [-2.9859, 3.9479, -1.2411], [-4.6381, 2.9290, 0.6457], [-3.1644, 1.2126, 2.1101], [0.9000, -1.2531, -0.0966], [0.7369, -2.7824, -0.3097], [-0.1293, -2.8871, -1.3883], [0.1561, -3.2314, 0.8588], [1.9840, -3.2396, -0.5457], [-1.5936, -0.9968, 1.5535], [-2.0652, -1.1894, 0.4146], [-1.5531, -0.5957, -0.5858], [-3.2488, -2.1053, 0.2027], [-3.5578, -2.0957, -1.2781], [-3.8732, -3.5130, -1.6798], [-2.9340, -4.3119, -0.7960], [-3.0130, -3.5904, 0.5540], [-4.0922, -1.6929, 0.7540], [-2.6986, -1.7554, -1.7355], [-4.3012, -1.4418, -1.5155], [-3.7188, -3.6260, -2.7495], [-4.9208, -3.6877, -1.4379], [-1.9217, -4.2684, -1.1933], [-3.2356, -5.3541, -0.7267], [-2.1086, -3.7107, 1.1444], [-3.8607, -3.9515, 1.1344], [2.8700, 1.4012, 3.3201], [1.9760, 0.1879, 3.2390], [2.7230, -1.1200, 3.0924], [1.1218, 0.3235, 2.0663], [3.5079, 1.3100, 4.1988], [2.2827, 2.3127, 3.4155], [3.5035, 1.4642, 2.4339], [1.2833, 0.1547, 4.0797], [3.3691, -1.0854, 2.2144], [2.0299, -1.9541, 2.9859], [3.3407, -1.2887, 3.9739]]
}

{
  "formula": "H2MgO",
  "method": "ωB97M-V with the def2-TZVPD basis set",
  "total_charge": 2,
  "largest_force_ev_per_a": 1.95,
  "e_lumo_ev": -14.4,
  "spin_multiplicity": 1,
  "homo_energy_ev": -23.048,
  "e_above_lowest_kcal_mol": 17.07,
  "species": ["O", "H", "H", "Mg"],
  "positions_angstrom": [[-0.4528, 1.5507, -1.2412], [-1.3768, 1.5778, -1.5786], [-0.0323, 2.3628, -1.6043], [0.0909, -0.3038, 0.2438]]
}

{
  "formula": "C9H12BF6N4O8S2",
  "method": "ωB97M-V with the def2-TZVPD basis set",
  "total_charge": -1,
  "largest_force_ev_per_a": 5.05,
  "e_lumo_ev": 1.5,
  "spin_multiplicity": 1,
  "homo_energy_ev": -6.349,
  "species": ["C", "C", "N", "N", "C", "C", "B", "O", "O", "C", "N", "C", "C", "O", "O", "H", "H", "H", "H", "H", "H", "H", "H", "H", "H", "H", "H", "C", "F", "F", "F", "S", "O", "O", "N", "S", "O", "O", "C", "F", "F", "F"],
  "positions_angstrom": [[-0.8199, 3.8682, -0.0867], [-0.4526, 3.0537, 1.2062], [-0.7150, 1.5715, 1.0581], [0.3217, 0.9682, 1.7856], [1.4168, 0.4061, 1.0995], [2.2270, -0.0419, 2.2116], [3.6235, -0.7308, 1.8987], [4.4509, -1.1112, 2.9906], [3.9630, -0.9002, 0.5404], [4.9102, 0.1537, 0.2147], [1.5785, 0.2792, 3.4079], [0.3858, 0.9151, 3.1503], [-0.7028, 1.4822, 4.1142], [-1.8996, 1.2817, 3.9147], [-0.2997, 2.1980, 5.1059], [-1.7692, 3.5398, -0.5725], [0.0692, 3.8063, -0.7764], [-0.8879, 4.9533, 0.2040], [0.6689, 3.1403, 1.3316], [-0.9508, 3.3991, 2.1439], [-0.6612, 1.2946, 0.0741], [1.5929, 0.3502, 0.0087], [4.6915, -0.2701, 3.4235], [4.4500, 1.1756, 0.3503], [5.7700, 0.1088, 0.9464], [5.2538, 0.0357, -0.8391], [1.9421, 0.1036, 4.3398], [-3.3202, -2.4764, -5.3462], [-3.8054, -1.8457, -6.4280], [-4.1701, -3.4844, -5.0688], [-2.1605, -3.0542, -5.7188], [-3.1025, -1.3476, -3.9223], [-4.4278, -0.8550, -3.6474], [-2.1645, -0.3562, -4.3893], [-2.5317, -2.4264, -2.9061], [-2.1828, -1.8419, -1.4759], [-3.2994, -1.4390, -0.6624], [-1.0295, -0.9653, -1.4085], [-1.6097, -3.4065, -0.7209], [-0.5589, -3.9339, -1.3816], [-2.5684, -4.3511, -0.7258], [-1.2258, -3.2469, 0.5560]]
}

{
  "formula": "C5H7NO",
  "method": "ωB97M-V with the def2-TZVPD basis set",
  "total_charge": 0,
  "smiles": "CC(=O)[C@@H](C)C#N",
  "largest_force_ev_per_a": 1.17,
  "e_lumo_ev": 0.6,
  "spin_multiplicity": 1,
  "homo_energy_ev": -10.181,
  "e_above_lowest_kcal_mol": 20.32,
  "species": ["C", "C", "O", "C", "C", "C", "N", "H", "H", "H", "H", "H", "H", "H"],
  "positions_angstrom": [[-0.5448, -1.9248, -0.2407], [-0.5090, -0.5637, 0.4321], [-0.9372, -0.3613, 1.5397], [0.2487, 0.5785, -0.3564], [-0.0798, 2.0127, 0.0769], [1.5578, 0.0730, 0.0729], [2.3688, -0.5867, 0.5704], [-1.5995, -2.1555, -0.4059], [-0.1325, -2.7199, 0.3888], [-0.0095, -1.9343, -1.1927], [0.1513, 0.4619, -1.4451], [-0.2740, 2.0283, 1.1491], [0.7287, 2.7174, -0.1400], [-0.9690, 2.3744, -0.4491]]
}

{
  "formula": "C5H39NO15",
  "method": "ωB97M-V with the def2-TZVPD basis set",
  "total_charge": 1,
  "largest_force_ev_per_a": 8.27,
  "e_lumo_ev": [-3.6, -6.8],
  "spin_multiplicity": 2,
  "homo_energy_ev": [-13.077, -13.077],
  "e_above_lowest_kcal_mol": 45.43,
  "species": ["N", "C", "C", "C", "C", "C", "H", "H", "H", "H", "H", "H", "H", "H", "H", "H", "H", "O", "H", "H", "O", "H", "H", "O", "H", "H", "O", "H", "H", "O", "H", "H", "O", "H", "H", "O", "H", "H", "O", "H", "H", "O", "H", "H", "O", "H", "H", "O", "H", "H", "O", "H", "H", "O", "H", "H", "O", "H", "H", "O"],
  "positions_angstrom": [[1.3089, 2.4519, 0.8006], [0.5753, 1.4760, 0.3104], [-0.6061, 1.7729, -0.2773], [-1.2390, 3.0569, -0.4931], [-0.7087, 4.1252, -1.0601], [1.1607, 0.1659, 0.4702], [0.8853, 3.5172, 0.6752], [2.1060, 2.3708, 1.2784], [-1.1965, 0.7755, -0.3689], [-2.3314, 3.1188, -0.1883], [-1.1939, 5.0656, -1.0891], [0.2553, 4.4418, -1.3968], [0.9338, -0.2396, 1.5965], [2.1845, 0.1173, 0.5816], [0.7695, -0.5084, -0.3095], [1.7343, -4.4185, 2.2777], [1.2345, -3.0690, 2.7899], [1.0299, -3.8773, 2.1401], [-3.6527, -0.7942, 1.4461], [-4.7636, 0.4173, 1.9689], [-4.1529, -0.3034, 2.2019], [-0.3446, -1.3821, -3.0078], [-1.0414, -2.7285, -2.5676], [-0.2631, -2.2587, -2.8750], [2.4534, -0.9792, -1.9374], [1.5616, -0.6528, -3.1472], [2.3874, -0.8286, -2.8723], [0.4245, 1.0574, -2.6543], [-0.1263, 0.5485, -4.0288], [-0.0190, 0.3092, -3.0600], [-2.7068, -4.2071, -1.3637], [-2.1028, -2.9540, -0.6823], [-2.6396, -3.2315, -1.3371], [-0.8005, 0.9389, 3.0219], [0.6187, 1.3904, 2.6002], [0.0872, 0.7347, 3.1321], [2.8632, 1.5831, -3.7813], [2.6750, 2.9917, -3.4912], [2.1808, 2.2034, -4.1687], [2.2772, 2.3976, 4.2662], [1.3391, 2.7209, 3.0794], [2.1658, 2.9583, 3.4684], [-0.9875, -3.9413, 1.0840], [-0.4628, -2.6805, 0.4914], [-1.2756, -3.0327, 0.7857], [1.8358, -3.5119, -0.9115], [0.8438, -2.6405, -1.8110], [1.4758, -2.6224, -0.9098], [-2.7868, 1.8932, 3.6697], [-3.1578, 0.7621, 2.8804], [-2.3841, 1.4188, 2.8926], [-3.7630, -1.4486, -1.6479], [-3.7444, -0.0238, -2.1805], [-3.9333, -0.5999, -1.4228], [-0.4853, -2.1701, 3.3795], [0.6927, -0.9696, 3.2362], [0.4175, -1.8598, 3.5984], [4.1576, 0.4377, -0.9137], [4.0985, -0.0323, -2.3723], [4.1358, 0.7471, -1.7966]]
}

{
  "formula": "C2H4NO2",
  "method": "ωB97M-V with the def2-TZVPD basis set",
  "total_charge": 1,
  "largest_force_ev_per_a": 4.10,
  "e_lumo_ev": -6.8,
  "spin_multiplicity": 1,
  "homo_energy_ev": -16.817,
  "e_above_lowest_kcal_mol": 76.80,
  "species": ["C", "C", "N", "O", "O", "H", "H", "H", "H"],
  "positions_angstrom": [[1.4061, 0.0355, -0.2307], [0.1213, -0.0826, 0.3835], [-2.5345, -0.1975, 0.4140], [-3.0478, 0.3205, -0.4044], [-0.9187, -0.0288, -0.2783], [2.2288, 0.3171, 0.4334], [1.1336, 0.7115, -1.0280], [-0.0275, -0.2483, 1.5610], [1.6387, -0.8274, -0.8506]]
}